Arrangement 1

The following is a quantum chemistry calculation of a structure of composition C3H4P2, from the Open Molecules 2025 dataset.

Positions of all 9 atoms, in Å:
P: -1.3152 0.0678 0.5087
P: 1.8465 -0.6998 0.3625
C: 1.1175 1.5987 0.4680
C: 0.4421 0.3830 0.7370
C: 1.7592 0.9124 -0.5080
H: 1.2831 -1.5383 -0.4893
H: 1.0315 2.6643 0.8278
H: -1.1847 -0.0803 -0.8497
H: -1.4029 -1.2655 0.5187

Calculated values
E_HOMO = -8.758 eV
LUMO energy = 0.4 eV
M = 102.01 Da
total charge = 0

Atom charges from the natural (NBO) analysis, given in e for atoms 1 to 5: P 0.35; P 0.63; C -0.29; C -0.55; C -0.26

Arrangement 2

The following is a quantum chemistry calculation of a structure of composition C3H4P2, from the Open Molecules 2025 dataset.

Positions of all 9 atoms, in Å:
P: 1.0021 1.2459 0.0474
P: -2.4845 0.4696 0.0195
C: -1.4745 -0.7904 -0.0066
C: 1.8295 -0.3293 -0.3325
C: 0.4475 -0.4632 -0.2579
H: 1.0026 1.0938 1.5714
H: -1.4857 -1.8686 0.3272
H: -1.4068 1.4629 -0.5965
H: 2.5700 -0.8207 -0.7720

Calculated values
E_HOMO = -8.599 eV
LUMO energy = -0.3 eV
M = 102.01 Da
total charge = 0

Atom charges from the natural (NBO) analysis, given in e for atoms 1 to 5: P 0.42; P 0.50; C -0.63; C -0.45; C -0.22

Which of them is most stable? Easy: arrangement 1.

Arrangement 1

The following is a quantum chemistry calculation of the molecule C3H4P2, from the Open Molecules 2025 dataset.

Positions of all 9 atoms, in Å:
P: 1.9455 -0.1189 0.3150
P: -2.1743 -0.2079 0.0551
C: 0.4451 -1.0155 -0.0960
C: -0.5608 0.1867 0.3587
C: 0.4423 0.2119 -0.7757
H: 2.7102 -0.8575 -0.6531
H: -0.3240 0.7341 1.1758
H: 0.0600 0.6703 -1.6065
H: -2.5439 0.3967 1.2268

Calculated values
E_HOMO (spin up / spin down) = -9.135 / -7.556 eV
LUMO energy (spin up / spin down) = -1.0 / -1.7 eV
M = 102.01 Da
total charge = 0

Atom charges from the natural (NBO) analysis, given in e for atoms 1 to 5: P 0.45; P 0.45; C -0.16; C -0.63; C -0.49

Arrangement 2

The following is a quantum chemistry calculation of the molecule C3H4P2, from the Open Molecules 2025 dataset.

Positions of all 9 atoms, in Å:
P: -3.3787 0.3812 -0.1921
P: -1.3201 0.5394 0.3092
C: -2.1690 -1.0825 0.0202
C: 1.3861 1.6275 -0.1736
C: 0.2539 0.9247 -0.3063
H: 1.8012 1.9110 0.7940
H: 1.9401 1.8145 -1.0726
H: -2.5236 -1.8307 0.7335
H: -1.9791 -1.7569 -0.8141

Calculated values
SMILES string = C=C=P1=PC1
E_HOMO (spin up / spin down) = -7.581 / -7.376 eV
LUMO energy (spin up / spin down) = -0.8 / -1.1 eV
M = 102.01 Da
total charge = 0

Atom charges from the natural (NBO) analysis, given in e for atoms 1 to 5: P 0.13; P 0.69; C -0.96; C -0.41; C -0.35

Arrangement 3

The following is a quantum chemistry calculation of a structure of composition C3H4P2, from the Open Molecules 2025 dataset.

Positions of all 9 atoms, in Å:
P: -1.1488 -0.5234 -1.1634
P: -2.3524 -0.4720 0.6466
C: -1.6393 0.9938 -0.0934
C: -0.1009 -1.0037 0.0917
C: 1.2042 -1.3267 0.0510
H: 1.7985 -1.6081 0.8907
H: -2.1334 1.4849 -0.8642
H: -0.9096 1.5312 0.4677
H: 1.7635 -1.1142 -0.8371

Calculated values
E_HOMO = -8.289 eV
LUMO energy = -0.3 eV
M = 102.01 Da
total charge = 0

Atom charges from the natural (NBO) analysis, given in e for atoms 1 to 5: P 0.54; P 0.45; C -0.98; C -0.46; C -0.45

Which of them is most stable? Easy: arrangement 3.